[1]
{"formula": "C4H9NO2", "method": "the ωB97M-V functional and the def2-TZVPD basis", "lumo_energy_ev": 0.83, "relative_energy_kcal_mol": 44.03, "symbols": ["C", "C", "N", "C", "H", "H", "H", "H", "H", "H", "H", "O", "C", "O", "H", "H"], "coordinates": [[-0.068, -1.816, 0.153], [0.785, -0.874, 0.660], [0.492, 0.076, 1.604], [1.201, 1.365, 1.578], [-1.070, -1.900, 0.506], [0.330, -2.670, -0.417], [1.875, -0.861, 0.361], [-0.448, 0.136, 1.873], [1.118, 1.838, 2.555], [2.244, 1.168, 1.327], [0.772, 2.032, 0.834], [-1.938, 1.484, -3.153], [-1.732, 0.540, -2.413], [-0.497, 0.089, -2.138], [-2.549, -0.003, -1.886], [-0.515, -0.603, -1.443]]}

---

[2]
{"formula": "C50H35ClFI4NO15P", "method": "the ωB97M-V functional and the def2-TZVPD basis", "lumo_energy_ev": -4.46, "total_charge": 1, "symbols": ["C", "C", "I", "C", "I", "C", "C", "C", "P", "O", "Cl", "N", "F", "C", "I", "C", "I", "H", "H", "H", "H", "H", "H", "H", "C", "C", "C", "O", "C", "C", "C", "O", "H", "H", "H", "H", "C", "C", "C", "O", "C", "C", "C", "O", "H", "H", "H", "H", "C", "C", "C", "O", "C", "C", "C", "O", "H", "H", "H", "H", "C", "C", "C", "O", "C", "C", "C", "O", "H", "H", "H", "H", "C", "C", "C", "O", "C", "C", "C", "O", "H", "H", "H", "H", "C", "C", "C", "O", "C", "C", "C", "O", "H", "H", "H", "H", "C", "C", "C", "O", "C", "C", "C", "O", "H", "H", "H", "H"], "coordinates": [[4.243, -1.673, -0.324], [2.807, -2.133, -0.843], [2.753, -4.293, -1.222], [2.343, -1.280, -2.152], [1.994, -2.518, -3.892], [1.054, -0.521, -1.674], [-0.223, -1.284, -1.728], [-1.412, -0.629, -1.248], [-3.074, -1.569, -1.241], [-2.749, -2.888, -0.271], [-3.420, -2.243, -3.195], [-1.335, 0.666, -0.799], [-2.490, 1.251, -0.397], [-0.212, 1.438, -0.722], [-0.225, 3.465, 0.010], [1.065, 0.850, -1.159], [2.908, 1.956, -1.031], [5.006, -2.407, -0.698], [4.216, -1.644, 0.800], [4.486, -0.638, -0.666], [2.098, -1.935, 0.008], [3.122, -0.535, -2.450], [-0.281, -2.325, -2.117], [-3.590, -3.084, 0.206], [2.582, -8.005, -1.535], [1.621, -8.873, -1.842], [1.907, -10.321, -1.972], [1.033, -11.112, -2.253], [3.303, -10.763, -1.745], [4.264, -9.893, -1.438], [3.976, -8.447, -1.309], [4.850, -7.651, -1.027], [2.393, -6.943, -1.437], [0.596, -8.566, -2.010], [3.494, -11.825, -1.843], [5.288, -10.199, -1.270], [-3.801, 3.319, 5.623], [-2.522, 3.577, 5.890], [-1.459, 3.303, 4.896], [-0.293, 3.536, 5.137], [-1.874, 2.732, 3.594], [-3.152, 2.474, 3.327], [-4.216, 2.748, 4.321], [-5.381, 2.514, 4.076], [-4.591, 3.512, 6.338], [-2.201, 3.995, 6.836], [-1.084, 2.539, 2.879], [-3.473, 2.056, 2.380], [0.991, -2.406, 3.741], [0.479, -3.518, 4.266], [-0.471, -4.360, 3.502], [-0.940, -5.371, 3.978], [-0.828, -3.917, 2.133], [-0.315, -2.806, 1.612], [0.633, -1.967, 2.375], [1.103, -0.949, 1.891], [1.687, -1.777, 4.284], [0.730, -3.856, 5.263], [-1.524, -4.544, 1.589], [-0.564, -2.467, 0.617], [-9.153, -2.861, 0.447], [-7.907, -3.145, 0.821], [-6.751, -2.766, -0.018], [-5.610, -3.028, 0.326], [-7.026, -2.058, -1.287], [-8.271, -1.773, -1.663], [-9.433, -2.152, -0.824], [-10.565, -1.892, -1.164], [-10.013, -3.131, 1.047], [-7.685, -3.661, 1.746], [-6.166, -1.789, -1.887], [-8.492, -1.257, -2.589], [8.037, -4.575, 2.098], [7.769, -3.944, 0.956], [7.929, -2.477, 0.834], [7.682, -1.901, -0.208], [8.399, -1.739, 2.028], [8.667, -2.369, 3.170], [8.507, -3.837, 3.293], [8.753, -4.412, 4.332], [7.926, -5.647, 2.205], [7.425, -4.468, 0.073], [8.510, -0.667, 1.919], [9.011, -1.845, 4.053], [1.296, 6.928, -1.509], [0.956, 8.213, -1.527], [1.215, 9.059, -2.716], [0.906, 10.232, -2.733], [1.866, 8.417, -3.882], [2.206, 7.129, -3.861], [1.945, 6.286, -2.673], [2.252, 5.108, -2.653], [1.114, 6.296, -0.649], [0.479, 8.696, -0.684], [2.047, 9.049, -4.741], [2.683, 6.644, -4.703], [-4.271, 8.347, -2.189], [-4.804, 9.168, -3.093], [-4.059, 10.347, -3.593], [-4.544, 11.095, -4.415], [-2.700, 10.577, -3.050], [-2.169, 9.756, -2.146], [-2.913, 8.578, -1.648], [-2.425, 7.826, -0.823], [-4.801, 7.481, -1.812], [-5.795, 9.014, -3.500], [-2.170, 11.443, -3.427], [-1.180, 9.910, -1.740]]}

---

[3]
{"formula": "C4H5NO", "method": "the ωB97M-V functional and the def2-TZVPD basis", "lumo_energy_ev": 0.10, "relative_energy_kcal_mol": 31.30, "symbols": ["N", "C", "C", "C", "C", "O", "H", "H", "H", "H", "H"], "coordinates": [[-0.864, -1.846, -2.740], [-0.253, -1.271, -1.939], [0.409, -0.467, -0.951], [0.078, -0.527, 0.347], [0.341, 0.640, 1.256], [-0.808, 1.470, 1.175], [1.088, 0.301, -1.320], [-0.599, -1.299, 0.707], [0.445, 0.352, 2.307], [1.247, 1.179, 0.949], [-1.057, 1.511, 0.239]]}

---

[4]
{"formula": "C38H62Ge3N3O4PdSi3", "method": "the ωB97M-V functional and the def2-TZVPD basis", "lumo_energy_ev": 2.33, "total_charge": -1, "relative_energy_kcal_mol": 0.00, "symbols": ["Pd", "C", "O", "C", "C", "C", "C", "C", "C", "O", "C", "O", "C", "H", "H", "H", "H", "H", "H", "H", "H", "H", "C", "Si", "C", "C", "Ge", "Si", "C", "C", "C", "Si", "C", "C", "C", "H", "H", "H", "H", "H", "H", "H", "H", "H", "H", "H", "H", "H", "H", "H", "H", "H", "H", "H", "H", "H", "H", "H", "H", "H", "H", "H", "C", "Ge", "C", "C", "Ge", "C", "C", "C", "C", "C", "C", "C", "C", "C", "C", "C", "C", "H", "H", "H", "H", "H", "H", "H", "H", "H", "H", "H", "H", "H", "H", "H", "H", "H", "H", "H", "C", "N", "C", "C", "C", "N", "C", "O", "N", "H", "H", "H", "H", "H", "H", "H"], "coordinates": [[0.209, 0.031, -0.037], [-2.445, -5.528, -4.061], [-3.198, -5.460, -2.871], [-2.750, -4.610, -1.909], [-3.548, -4.559, -0.742], [-3.183, -3.708, 0.258], [-2.050, -2.861, 0.187], [-1.886, -1.871, 1.234], [-2.724, -1.980, 2.493], [-1.148, -0.873, 1.210], [-1.184, -2.979, -0.963], [-0.069, -2.403, -1.054], [-1.614, -3.854, -2.020], [-2.955, -6.240, -4.705], [-1.427, -5.876, -3.866], [-2.400, -4.554, -4.554], [-4.435, -5.173, -0.679], [-3.825, -3.652, 1.125], [-2.692, -2.988, 2.906], [-3.764, -1.728, 2.273], [-2.338, -1.274, 3.225], [-0.963, -3.903, -2.882], [-2.329, 4.130, -3.395], [-0.906, 3.165, -2.616], [0.001, 2.433, -4.097], [0.221, 4.497, -1.894], [-1.556, 1.538, -0.999], [-2.116, 2.887, 0.887], [-2.967, 1.874, 2.217], [-3.262, 4.326, 0.450], [-0.588, 3.635, 1.685], [-3.608, 0.672, -1.849], [-4.497, -0.474, -0.652], [-3.250, -0.324, -3.404], [-4.931, 1.949, -2.272], [-1.926, 4.980, -3.953], [-3.025, 4.510, -2.647], [-2.889, 3.508, -4.094], [0.123, 3.206, -4.862], [-0.556, 1.603, -4.536], [0.989, 2.066, -3.832], [0.842, 4.937, -2.680], [0.863, 4.117, -1.102], [-0.384, 5.298, -1.463], [-3.930, 1.484, 1.885], [-3.134, 2.489, 3.105], [-2.332, 1.032, 2.496], [-4.116, 3.997, -0.140], [-2.721, 5.073, -0.136], [-3.638, 4.817, 1.352], [0.236, 2.918, 1.676], [-0.804, 3.916, 2.719], [-0.254, 4.525, 1.148], [-4.011, -1.447, -0.602], [-5.529, -0.625, -0.979], [-4.520, -0.052, 0.355], [-2.763, -1.262, -3.127], [-2.576, 0.216, -4.072], [-4.165, -0.559, -3.954], [-5.258, 2.465, -1.368], [-5.799, 1.425, -2.685], [-4.611, 2.698, -2.989], [5.344, 0.374, 0.635], [4.076, 0.371, 2.159], [3.953, 2.226, 2.788], [5.015, -0.487, 3.669], [1.973, -0.785, 1.615], [2.510, -2.694, 1.409], [3.835, -3.140, 1.381], [4.150, -4.480, 1.190], [3.139, -5.415, 1.024], [1.816, -4.996, 1.036], [1.511, -3.654, 1.216], [1.082, -0.712, 3.393], [0.877, 0.539, 3.989], [0.172, 0.670, 5.177], [-0.348, -0.455, 5.806], [-0.157, -1.703, 5.231], [0.545, -1.826, 4.038], [6.021, 1.227, 0.699], [4.819, 0.415, -0.318], [5.942, -0.539, 0.639], [4.938, 2.690, 2.706], [3.666, 2.233, 3.840], [3.230, 2.802, 2.218], [5.951, 0.034, 3.881], [5.231, -1.537, 3.488], [4.377, -0.420, 4.551], [4.642, -2.429, 1.502], [5.187, -4.794, 1.172], [3.381, -6.461, 0.876], [1.016, -5.713, 0.887], [0.471, -3.341, 1.178], [1.250, 1.432, 3.498], [0.020, 1.652, 5.609], [-0.901, -0.358, 6.732], [-0.562, -2.586, 5.711], [0.681, -2.811, 3.608], [4.216, 3.464, -1.187], [3.467, 2.302, -1.640], [3.768, 1.675, -2.801], [3.065, 0.610, -3.220], [1.986, 0.145, -2.393], [1.682, 0.772, -1.259], [2.384, 1.883, -0.839], [2.124, 2.498, 0.172], [1.235, -0.892, -2.779], [3.684, 4.384, -1.429], [5.190, 3.454, -1.672], [4.340, 3.408, -0.110], [4.604, 2.076, -3.357], [3.304, 0.112, -4.146], [1.561, -1.405, -3.583], [0.598, -1.415, -2.133]]}